Here is a cluster of 2 separate species, CHN4 in total at a distorted geometry from OMol25. Energies are from ωB97M-V with the def2-TZVPD basis set.

Properties
**⟨S²⟩**: 2.006
**Strongest force on any atom**: 8.74 eV/A
**Total charge**: -1
**2S+1**: 3
**ΔE to the lowest compared entry with this formula, charge and spin**: 0.6141 eV

Each line ends with the Löwdin charge.
CARTESIAN COORDINATES (ANGSTROEM)
N (2.11581, -1.24704, -0.32076)  -0.48
N (1.54008, -2.32245, 0.06149)  -0.15
N (-1.69560, 1.38371, -0.99042)  -0.01
N (1.31095, -0.81237, 0.59336)  -0.19
C (-0.95187, 0.76012, -0.37725)  -0.14
H (-0.15552, 0.15196, 0.07889)  -0.04

***

Here is the molecule C2N2S2 at a distorted geometry from OMol25. Energies are from ωB97M-V with the def2-TZVPD basis set.

Properties
**Strongest force on any atom**: 4.52 eV/A
**Total charge**: 0
**ΔE to the lowest compared entry with this formula, charge and spin**: 3.2350 eV

Each line ends with the Löwdin charge.
CARTESIAN COORDINATES (ANGSTROEM)
S (-2.12778, -1.10691, -0.00026)  0.71
S (3.18619, -0.50514, -0.00322)  0.72
N (-1.92211, 0.62736, -0.00739)  -0.21
N (1.68683, -0.26503, 0.00113)  -0.58
C (-0.75226, 0.17318, -0.00261)  -0.56
C (0.55755, 0.11996, 0.00928)  -0.08

***

Here is a cluster of 2 separate species, C3H3N2O in total at a distorted geometry from OMol25. Energies are from ωB97M-V with the def2-TZVPD basis set.

Properties
**Strongest force on any atom**: 4.15 eV/A
**Total charge**: +1
**ΔE to the lowest compared entry with this formula, charge and spin**: 4.2214 eV

Each line ends with the Löwdin charge.
CARTESIAN COORDINATES (ANGSTROEM)
O (0.20819, -0.52782, -3.65785)  0.11
N (1.59138, -2.34358, -4.34471)  0.20
N (-0.81907, 0.96603, 0.38171)  0.06
C (0.90458, -1.37235, -4.04913)  -0.39
C (-1.50514, 1.46103, 1.36165)  0.33
C (-0.05383, 0.46843, -0.39298)  0.36
H (2.38577, -2.63923, -4.83596)  0.07
H (-1.57074, 2.48892, 1.49460)  0.13
H (-1.61300, 0.90791, 2.23020)  0.13

***

Here is the molecule C3H5B at a distorted geometry from OMol25. Energies are from ωB97M-V with the def2-TZVPD basis set.

Properties
**Strongest force on any atom**: 3.33 eV/A
**Total charge**: 0
**SMILES**: C1B2CC12
**ΔE to the lowest compared entry with this formula, charge and spin**: 2.5265 eV

Each line ends with the Löwdin charge.
CARTESIAN COORDINATES (ANGSTROEM)
C (-1.20892, 0.32519, 0.02400)  -0.15
C (-0.04370, -0.67597, 0.14044)  -0.11
C (1.19318, 0.33255, -0.07799)  -0.16
B (0.05805, 1.30447, 0.25799)  0.03
H (-1.52755, 0.41901, -0.98600)  0.07
H (0.09748, -1.15667, 1.11612)  0.07
H (-2.13694, 0.04359, 0.53166)  0.09
H (1.84526, 0.34271, -1.00590)  0.11
H (1.75036, 0.19591, 0.80228)  0.06

***

Here is the ion C4H11NO2 with charge +1 at a distorted geometry from OMol25. Energies are from ωB97M-V with the def2-TZVPD basis set.

Properties
**⟨S²⟩**: 0.755
**Strongest force on any atom**: 6.20 eV/A
**Total charge**: +1
**2S+1**: 2
**ΔE to the lowest compared entry with this formula, charge and spin**: 2.6283 eV

Each line ends with the Löwdin charge.
CARTESIAN COORDINATES (ANGSTROEM)
O (1.20690, -2.83293, -0.23008)  -0.10
O (-0.64919, 2.43895, 0.99180)  0.04
N (0.98598, 0.94218, -0.97061)  0.31
C (0.29006, -1.99131, 0.61968)  -0.20
C (-0.38028, -0.98514, -0.18189)  -0.15
C (-1.10943, 1.39728, 0.20927)  -0.16
C (0.08404, 0.44683, 0.05081)  -0.30
H (0.50399, 0.91662, -1.81079)  0.12
H (0.74569, 0.66032, 0.97081)  0.19
H (-0.18743, -2.77910, 1.22137)  0.14
H (-0.13578, -1.32242, -1.28851)  0.17
H (1.10441, -1.44256, 1.26794)  0.15
H (-1.91563, 0.96502, 0.79673)  0.16
H (1.87106, -2.31148, -0.70439)  0.08
H (-1.52523, 1.78181, -0.71242)  0.15
H (-1.53250, -1.03035, -0.13673)  0.16
H (1.34352, 1.85886, -0.73534)  0.15
H (-0.70019, 3.28742, 0.64235)  0.09

***

Here is the molecule C4H8O2 from OMol25. Energies are from ωB97M-V with the def2-TZVPD basis set.

Properties
**Strongest force on any atom**: 0.48 eV/A
**Total charge**: 0
**SMILES**: C[C@@H](O)CC=O
**ΔE to the lowest compared entry with this formula, charge and spin**: 1.0690 eV

Each line ends with the Löwdin charge.
CARTESIAN COORDINATES (ANGSTROEM)
O (0.17602, 0.24957, 1.53723)  -0.05
O (-0.43315, 2.93278, -1.28643)  0.05
C (-0.52857, 2.00779, -0.51577)  -0.25
C (0.47667, -1.69017, 0.10086)  -0.05
C (-0.23551, -0.36086, 0.32028)  -0.47
C (0.09092, 0.64871, -0.77102)  -0.12
H (1.56058, -1.53142, 0.10316)  0.09
H (-1.32729, -0.52621, 0.33865)  0.14
H (-0.24626, 0.29388, -1.75206)  0.13
H (-0.05294, -0.33886, 2.26747)  0.10
H (0.19336, -2.14578, -0.85433)  0.08
H (1.17967, 0.77586, -0.83761)  0.14
H (0.23429, -2.40646, 0.89524)  0.08
H (-1.07459, 2.11048, 0.44348)  0.13